Record 1
105
Properties=species:S:1:pos:R:3 method="wB97M-V/def2-TZVPD" energy_ev=-354217.9779 charge=-2 de_lowest_kj_mol=173.91 homo_lumo_gap_ev=6.4 homo_energy_ev=-3.33 e_lumo_ev=3.074
C 3.156 1.965 -0.846
Sb 3.407 -9.218 1.114
H -3.530 1.529 -3.368
C 1.756 1.645 -0.831
H 6.385 8.861 0.605
H -1.915 4.817 1.160
C 2.502 -2.702 1.878
H -0.718 -4.111 4.877
N 2.394 6.623 -0.143
H 4.850 -5.011 2.717
C -4.906 -0.777 0.619
C 0.156 4.777 0.481
C -2.216 -0.103 -3.372
H -4.143 -0.007 -2.419
C 3.249 7.711 -0.092
O 1.365 0.466 -1.202
C 1.856 -0.571 2.662
C 4.616 7.683 0.108
H -2.403 -4.631 -4.529
C 4.704 10.078 0.374
H 3.990 1.356 -1.118
C -6.902 -2.578 0.213
C -0.977 -1.367 -4.820
C 3.970 -1.872 3.660
Se 2.053 -7.882 2.421
C 0.850 -2.060 -3.028
H -2.861 1.277 -1.817
H 0.641 -2.497 -2.110
H -2.318 2.464 0.486
H 4.166 -0.914 4.315
H -6.501 0.491 1.489
C -3.543 -5.358 -0.885
H 5.844 13.256 0.324
H -3.730 -5.485 0.148
C -1.087 4.236 0.722
H -8.270 -1.231 1.207
C 2.624 8.957 -0.123
C -3.256 -6.151 -3.167
C -7.218 -1.422 0.875
H 1.027 -2.912 -3.718
C -3.281 0.733 -2.662
C -3.595 -6.410 -1.855
C -3.879 0.331 0.723
C -1.357 2.916 0.340
N 3.061 5.581 -0.244
H -0.934 -4.565 0.573
C 3.175 -3.902 1.815
C -2.299 -3.150 1.442
O 1.771 0.400 3.342
P -2.806 -2.577 -0.170
C 2.874 -1.729 2.792
Se 2.170 -10.404 -0.821
H -2.808 -0.397 -5.585
H -0.480 -1.797 -5.694
H 4.458 3.713 -0.773
N -0.409 2.116 -0.076
C 2.512 4.347 -0.357
O -4.354 1.516 0.825
C -2.183 -0.597 -4.708
O 0.626 -2.593 0.177
H -3.592 -1.850 2.616
C 3.383 10.124 0.021
C 5.237 12.369 -0.031
C -2.829 -3.867 -2.571
C -1.282 -4.116 1.484
C 4.301 -4.083 2.734
H -3.506 -7.502 -1.596
O 5.463 11.169 0.695
C 0.837 2.628 -0.269
H -2.292 -2.983 -2.879
H 0.272 5.830 0.731
H -5.431 -3.736 -0.877
H 5.227 6.868 0.178
Bi -0.631 -0.604 -0.490
C -4.541 -2.034 0.059
H 4.191 12.765 -0.023
C -0.724 -4.482 2.692
C -0.382 -1.342 -3.522
H 1.530 8.952 -0.306
Se 5.828 -8.849 0.848
H 5.558 12.074 -1.043
C -2.723 -2.510 2.612
Se 2.596 -11.670 1.246
H 2.951 11.140 -0.210
H 0.073 -5.211 2.806
O -2.591 -0.041 0.697
N 1.059 -0.863 1.533
H -2.292 -2.373 4.771
C 4.607 -3.087 3.685
H -7.626 -3.266 -0.081
H 1.853 -1.493 -3.048
C 5.346 8.832 0.400
C -3.102 -4.055 -1.213
C -1.165 -3.935 3.853
C 1.290 -2.124 1.128
N -1.152 -0.577 -2.750
C 1.129 3.973 -0.022
C -5.574 -2.882 -0.275
C 3.461 3.316 -0.675
C -2.142 -2.910 3.808
C -6.162 -0.465 1.102
H -3.280 -6.876 -3.925
C -2.928 -4.852 -3.546
H 3.037 -4.905 1.315
H 5.392 -3.359 4.385

Record 2
100
Properties=species:S:1:pos:R:3 method="wB97M-V/def2-TZVPD" energy_ev=-302041.5308 charge=+1 de_lowest_kj_mol=71.76 homo_lumo_gap_ev=6.7 homo_energy_ev=-10.37 e_lumo_ev=-3.666
C -4.315 -0.862 -0.566
C 0.735 3.920 0.240
C 0.605 -0.195 3.579
O -0.729 1.172 -0.582
C 0.613 -4.630 -2.113
H -1.718 5.002 -2.537
H -1.949 -1.935 -2.892
C -1.039 4.685 -1.754
C -3.656 -2.157 -0.154
C -4.545 0.971 1.522
H 3.366 0.209 0.479
N -0.752 -2.746 -1.457
H 4.276 4.332 -0.332
C 0.723 -1.716 5.915
C 0.500 -3.916 0.266
H 4.672 4.195 -6.537
C 4.833 1.120 1.742
C -3.984 0.728 2.768
S 0.344 -2.761 1.997
C 0.919 -0.344 5.974
H 0.365 -3.397 4.649
H 0.303 -0.378 -3.253
C 5.543 2.275 2.037
C -0.391 4.670 0.562
C -6.025 1.526 3.773
C -1.284 5.044 -0.433
H 0.279 3.688 -3.111
S -3.615 0.680 0.060
C 3.704 2.267 -0.065
Ge 2.421 2.307 -1.495
Br 2.286 -6.801 -3.027
H 3.761 5.794 -4.883
C 1.708 0.507 -1.806
C 1.532 -5.651 -1.738
C 4.423 3.424 0.245
H 1.011 1.479 4.853
C 0.438 0.522 -2.659
C 0.102 -4.529 -3.427
C 0.089 3.938 -2.072
C 1.294 -4.986 0.529
H -1.297 -3.518 -4.686
C 4.230 2.472 -5.334
C -6.570 1.778 2.517
S 0.596 0.962 2.206
H 0.773 -2.317 6.814
H -2.229 -5.492 0.945
H -0.568 4.966 1.589
H -2.161 5.628 -0.184
H 4.636 1.770 -6.052
H 1.435 3.646 1.025
H 2.493 -0.012 -2.357
H -1.675 -2.901 3.208
C 3.916 1.118 0.697
H 0.457 -5.210 -4.187
H -5.348 -0.852 -0.218
H 2.517 -6.649 -0.141
C 5.337 3.428 1.289
H 3.708 0.942 -3.948
O -1.904 0.309 -2.288
H -4.881 -3.238 -1.547
C 3.743 4.730 -4.678
H -6.601 1.742 4.664
C -4.120 -3.309 -0.780
H 1.121 0.141 6.920
H -3.931 -5.440 -0.880
C 3.202 4.263 -3.487
H -7.564 2.195 2.423
C 0.383 -1.575 3.516
S -2.365 0.094 3.005
C 4.254 3.833 -5.606
C -1.289 -3.458 2.357
H 5.893 4.328 1.518
C -5.820 1.516 1.387
C -3.601 -4.525 -0.404
H -4.318 0.844 4.883
H 2.797 4.980 -2.780
C 0.985 3.534 -1.077
C -4.744 1.018 3.902
C 0.860 0.407 4.813
C 0.137 -3.736 -1.117
C -2.241 -3.375 1.188
C -0.831 0.648 -1.880
H 4.993 0.221 2.324
C 3.694 2.010 -4.137
C -0.851 -3.602 -3.704
C -1.234 -2.722 -2.674
H 6.257 2.278 2.851
C 1.857 -5.848 -0.440
H 0.457 1.356 -3.371
H -6.214 1.733 0.401
H 1.557 -0.064 -0.884
H -1.109 -4.499 2.620
H -4.328 -0.780 -1.652
C -2.655 -4.556 0.608
Ta -1.144 -0.002 0.846
C 3.168 2.896 -3.194
N -2.722 -2.173 0.795
O -0.152 -1.525 1.058
C 0.476 -2.315 4.690
Br 1.689 -5.551 2.327